Molecular formula: C16H12BrO10PdS
Method: DFT, ωB97M-V with the def2-TZVPD basis set

Geometry (Å):
Pd: -3.077061 -1.522697 0.062248
Br: -6.453381 0.116163 -0.884592
C: -0.042321 -0.476797 -5.249612
C: -0.734181 -1.082947 -4.177022
C: -1.067061 -2.640787 -4.308542
O: -1.907051 -3.028427 -3.417192
C: -0.701621 -3.407467 -5.558492
C: 0.006619 -2.746047 -6.508402
C: 0.340529 -1.202227 -6.334732
O: 0.828129 -0.433917 -7.233122
O: 0.252319 -3.356287 -7.569572
O: -1.125251 -0.508257 -3.184492
H: 0.298969 0.535713 -5.092272
H: -1.046721 -4.430227 -5.593962
C: 1.321029 -3.496787 3.847278
C: 1.430489 -3.936937 5.104378
C: 0.153509 -3.882907 6.036768
O: 0.161199 -4.198667 7.293738
C: -1.092281 -3.638417 5.534508
C: -1.181371 -3.172577 4.105828
C: 0.070419 -3.116507 3.255258
O: 0.023709 -2.839127 2.054648
O: -2.198681 -3.007877 3.494758
O: 2.654479 -4.236707 5.507938
H: 2.086279 -3.566287 3.088358
H: -1.973841 -3.888307 6.106168
C: 2.173279 4.758733 0.574068
C: 1.027379 5.307093 -0.384292
C: -0.365791 5.090553 0.316428
S: -0.072181 3.743763 1.460088
O: -0.952891 2.590823 1.180418
O: -0.025581 4.363383 2.762148
C: 1.616869 3.394333 1.137638
H: 2.434209 5.481243 1.347368
H: 3.063379 4.554683 -0.021062
H: 0.911589 4.705783 -1.286022
H: 1.161849 6.373673 -0.564352
H: -1.325471 5.018573 -0.195372
H: -0.680611 5.877693 1.001558
H: 1.849339 2.801133 0.253238
H: 2.157769 3.103843 2.038278

Forces on the atoms, in the same order (eV/Å):
-0.1 0.1 0.0
-0.1 0.1 0.0
-0.3 0.4 2.7
-0.8 -2.1 0.9
-3.4 -1.1 1.1
3.2 0.6 -2.9
-1.1 2.2 5.2
0.5 -0.1 -2.3
1.0 0.6 -3.6
-0.2 -2.4 0.2
0.9 1.1 -0.7
0.3 0.5 0.0
-0.1 0.2 -0.4
0.1 0.0 -0.4
-2.1 0.6 -2.7
4.2 -0.5 3.6
2.0 -2.0 3.9
1.1 0.6 -2.6
-0.8 1.1 -3.5
0.0 -0.8 0.5
1.5 0.1 -1.0
-0.6 0.0 1.0
-1.8 0.3 0.3
-3.9 0.2 0.2
0.5 0.0 0.5
0.0 0.3 0.0
-1.3 -0.1 -0.5
-1.0 -0.3 1.1
0.4 0.7 0.9
-2.4 -2.7 -0.1
1.8 2.3 0.6
-0.2 0.1 0.5
1.9 1.7 -1.6
-0.2 0.0 0.0
0.0 0.1 0.1
0.7 0.3 -0.2
0.1 -0.2 -0.4
0.6 -0.9 -1.0
0.8 0.4 0.3
-0.8 -1.0 0.5
-0.4 -0.3 -0.1

Multiplicity: 3
Expectation value of S²: 2.053
Electronic energy in hartree: -4469.10285
Total charge: -3

Want to see where the charge sits? The Mulliken charges in e are:
1 Pd 0.096
2 Br -1.009
3 C -0.311
4 C 0.397
5 C 0.459
6 O -0.623
7 C -0.715
8 C 0.404
9 C 0.486
10 O -0.661
11 O -0.748
12 O -0.537
13 H 0.394
14 H 0.422
15 C -0.305
16 C 0.303
17 C 0.423
18 O -0.677
19 C -0.619
20 C 0.394
21 C 0.539
22 O -0.637
23 O -0.516
24 O -0.770
25 H 0.396
26 H 0.437
27 C -0.611
28 C -0.637
29 C -0.694
30 S 1.081
31 O -0.602
32 O -0.688
33 C -0.691
34 H 0.322
35 H 0.333
36 H 0.319
37 H 0.340
38 H 0.438
39 H 0.309
40 H 0.398
41 H 0.359